Record 1
Computed, not measured: a cluster of 2 separate species, C20H40N2O6P in total, with the ωB97M-V functional and the def2-TZVPD basis.

Computed properties:
electronic energy: -45933.3113 eV
gap between HOMO and LUMO: 6.405 eV
LUMO energy: -4.52 eV

ORCA input file:
```
! wB97M-V def2-TZVPD RIJCOSX def2/J DEFGRID3
* xyz 1 1
C -1.7329 2.4739 1.1078
C -0.2559 2.7678 0.9455
O 0.4435 2.8703 2.1802
C 0.6032 1.6537 2.8707
C 2.0199 1.6433 3.4493
O 2.5793 0.3131 3.4601
C 2.7497 -0.3043 2.2873
C 3.4203 0.3230 1.2486
N 3.6201 -0.3163 0.1046
P 4.5022 0.4304 -1.2778
O 4.9212 -0.5276 -2.2910
N 3.1910 -1.5346 -0.1304
C 2.5443 -2.1768 0.8324
C 2.0935 -3.5497 0.4205
C 1.5639 -3.6537 -1.0243
O 0.2895 -4.2501 -0.9593
C 0.0040 -5.1791 -2.0028
C 0.0655 -4.5719 -3.4042
C 2.3100 -1.6036 2.1019
C 1.6278 -2.3504 3.2076
C 2.6630 -2.6850 4.3037
C 0.3787 -1.6295 3.7340
C -0.7451 -1.5961 2.6938
H -1.9132 1.5895 1.7237
H -2.2591 3.3295 1.5304
H -2.1705 2.2756 0.1243
H 0.2214 2.0018 0.3132
H -0.1094 3.7270 0.4459
H -0.1370 1.5572 3.6717
H 0.4610 0.7949 2.1973
H 2.0528 1.9584 4.4900
H 2.6468 2.3310 2.8783
H 3.8199 1.3271 1.3334
H 3.5467 1.3957 -1.6085
H 5.4657 1.0837 -0.5063
H 1.2864 -3.8993 1.0611
H 2.9498 -4.2172 0.5593
H 1.5055 -2.6595 -1.4781
H 2.2421 -4.2481 -1.6424
H 0.6887 -6.0304 -1.9155
H -0.9992 -5.5406 -1.7809
H 0.0285 -3.4831 -3.3505
H -0.7878 -4.8991 -3.9995
H 0.9680 -4.8546 -3.9476
H 1.2740 -3.3002 2.8037
H 2.1399 -2.9760 5.2151
H 3.2965 -3.5203 3.9990
H 3.3124 -1.8407 4.5316
H 0.0489 -2.1855 4.6150
H 0.6156 -0.6252 4.0883
H -0.3642 -1.5149 1.6720
H -1.4192 -0.7557 2.8707
H -1.3558 -2.4996 2.7433
C -2.2273 3.7235 -2.9292
O -3.3830 3.1419 -2.3614
C -4.4522 4.0640 -2.1912
C -5.4950 3.9262 -3.2759
O -4.9821 4.2930 -4.5429
C -4.6742 3.1958 -5.3805
H -1.5333 2.9141 -3.1543
H -2.4558 4.2632 -3.8510
H -1.7504 4.4156 -2.2238
H -4.0683 5.0889 -2.1813
H -4.9150 3.8648 -1.2202
H -6.3329 4.5904 -3.0450
H -5.8724 2.8987 -3.2973
H -5.5831 2.6764 -5.7013
H -4.0149 2.4796 -4.8820
H -4.1719 3.5960 -6.2590
*
```

=====

Record 2
Computed, not measured: a cluster of 6 separate species, C39H76NO15 in total in a non-equilibrium geometry, with the ωB97M-V functional and the def2-TZVPD basis.

Computed properties:
electronic energy: -73870.1160 eV
gap between HOMO and LUMO (alpha / beta): 8.862 / 9.373 eV
LUMO energy (alpha / beta): 0.35 / 0.27 eV

ORCA input file:
```
! wB97M-V def2-TZVPD RIJCOSX def2/J DEFGRID3
* xyz 0 2
C 1.6938 1.0648 -6.4562
C 1.7585 0.9390 -4.9118
C 2.8220 -0.1506 -4.6342
C 2.1106 2.3412 -4.3842
C 2.1352 2.4698 -2.8179
C 3.6025 2.2603 -2.3858
C 3.8054 1.5606 -1.0065
C 4.2715 0.1176 -1.1066
O 3.7708 -0.7386 -0.3981
O 5.2176 -0.1904 -2.0166
O 1.6367 3.8152 -2.5603
C 1.9897 4.3285 -1.3303
O 2.8842 5.1471 -1.2706
C 1.2456 3.9421 -0.0853
C -0.1373 3.9232 -0.1352
C -0.8563 3.5433 0.9663
C -0.2398 3.1591 2.1381
C 1.1360 3.2051 2.1858
C 1.8632 3.5842 1.0868
C 1.1411 1.4207 -2.2616
C -0.0315 1.0700 -3.2041
C -0.8785 -0.0014 -2.4372
C -0.9957 2.2489 -3.4642
N 0.4368 0.4184 -4.4380
O -0.4693 0.3365 -5.3399
H 1.5207 0.1026 -6.9368
H 2.7045 1.3805 -6.7561
H 1.0128 1.8530 -6.7784
H 3.6722 -0.0085 -5.3098
H 3.1547 -0.2047 -3.5981
H 2.3741 -1.1127 -4.9056
H 3.1238 2.5674 -4.7380
H 1.4695 3.1200 -4.8049
H 4.0983 1.6325 -3.1294
H 4.1785 3.1900 -2.3793
H 2.9338 1.5592 -0.3562
H 4.6250 2.0834 -0.4930
H 5.4835 -1.1013 -1.8218
H -0.6857 4.1989 -1.0299
H -1.9428 3.5223 0.9179
H -0.8230 2.8322 2.9908
H 1.6483 2.9028 3.0943
H 2.9489 3.5945 1.1317
H 0.6794 1.7129 -1.3152
H 1.6614 0.4762 -2.0434
H -0.4202 -0.9901 -2.5129
H -1.9112 0.0205 -2.7887
H -0.9037 0.2792 -1.3757
H -0.5579 2.9300 -4.2015
H -1.8934 1.8504 -3.9421
H -1.2346 2.7779 -2.5414
C 3.9651 -3.4318 4.9118
O 4.9804 -4.0782 4.1633
C 4.5345 -5.2767 3.5457
C 4.2030 -5.0656 2.0816
O 3.0933 -4.1998 1.9122
C 3.4752 -2.8650 1.5919
H 4.2846 -2.4079 5.1021
H 3.0139 -3.4047 4.3760
H 3.8281 -3.9416 5.8720
H 3.6748 -5.6918 4.0812
H 5.3557 -5.9973 3.6172
H 3.9245 -6.0315 1.6454
H 5.0744 -4.6892 1.5364
H 3.7546 -2.8050 0.5424
H 4.3067 -2.5204 2.2113
H 2.6176 -2.2173 1.7642
C -7.0533 6.5050 -0.3739
O -7.4339 5.2910 0.2574
C -6.7245 4.1668 -0.2367
C -5.5858 3.7717 0.6824
O -4.5794 4.7744 0.7361
C -4.6835 5.5951 1.8890
H -7.4098 7.3305 0.2419
H -5.9692 6.5910 -0.4763
H -7.5195 6.5726 -1.3618
H -6.3573 4.3557 -1.2504
H -7.4357 3.3361 -0.2858
H -5.1144 2.8672 0.2843
H -5.9579 3.5431 1.6857
H -4.2819 5.0655 2.7599
H -5.7157 5.8898 2.0877
H -4.0889 6.4913 1.7180
C -6.4298 5.6807 -4.5642
O -7.5578 6.3535 -4.0284
C -7.9655 7.4600 -4.8213
C -9.1471 7.1132 -5.7050
O -8.8061 6.1408 -6.6815
C -9.2122 4.8298 -6.3240
H -6.3618 4.7047 -4.0840
H -6.5162 5.5335 -5.6424
H -5.5170 6.2450 -4.3451
H -7.1302 7.8361 -5.4193
H -8.2689 8.2533 -4.1307
H -9.4545 8.0140 -6.2450
H -9.9960 6.7759 -5.1025
H -10.2862 4.7118 -6.5021
H -8.9908 4.6040 -5.2788
H -8.6718 4.1271 -6.9566
C 0.2924 -5.8502 0.9627
O -0.2603 -7.1557 0.8709
C -0.9353 -7.3863 -0.3553
C -0.0722 -8.1606 -1.3316
O 1.0645 -7.4112 -1.7363
C 2.2434 -7.7711 -1.0371
H 1.0216 -5.8475 1.7702
H 0.7959 -5.5523 0.0412
H -0.4960 -5.1270 1.1983
H -1.2701 -6.4430 -0.7976
H -1.8232 -7.9841 -0.1250
H -0.6587 -8.3627 -2.2333
H 0.2294 -9.1217 -0.9041
H 2.6465 -8.7053 -1.4434
H 2.0633 -7.8887 0.0338
H 2.9760 -6.9783 -1.1844
C 5.7563 -5.7520 7.6981
O 5.9316 -6.5256 8.8734
C 6.1353 -5.7316 10.0325
C 4.8643 -5.5893 10.8459
O 3.8678 -4.8621 10.1419
C 2.8985 -5.6983 9.5321
H 5.3235 -6.3948 6.9320
H 5.0853 -4.9061 7.8625
H 6.7249 -5.3852 7.3431
H 6.5354 -4.7492 9.7639
H 6.8846 -6.2445 10.6437
H 5.0923 -5.0216 11.7534
H 4.4862 -6.5703 11.1490
H 2.1863 -6.0524 10.2849
H 3.3547 -6.5556 9.0325
H 2.3620 -5.1058 8.7920
*
```

=====

Record 3
Computed, not measured: an isolated molecule of C6H6N2OS2 in a non-equilibrium geometry, with the ωB97M-V functional and the def2-TZVPD basis.

Computed properties:
electronic energy: -33013.7298 eV
gap between HOMO and LUMO (alpha / beta): 6.353 / 6.347 eV
LUMO energy (alpha / beta): -1.42 / -1.43 eV

ORCA input file:
```
! wB97M-V def2-TZVPD RIJCOSX def2/J DEFGRID3
* xyz 0 1
C 2.7392 -1.2323 -0.0227
C 3.1823 -0.1731 0.7908
C 0.9978 0.0353 -0.2294
C -0.9880 1.4559 -0.6928
C -2.4893 1.2615 -0.2848
C -1.7116 -1.1650 0.2969
N 1.5086 -1.0880 -0.6090
N -0.2364 0.3682 -0.6527
O -0.7369 2.5064 -1.2469
S 1.9770 0.9825 0.8333
S -2.5584 0.0086 1.1336
H 3.1653 -2.1217 -0.0026
H 4.0045 -0.3847 1.4193
H -2.7892 2.1962 0.1218
H -3.0604 0.7638 -1.0898
H -1.8258 -1.3948 -0.6499
H -1.1789 -2.0188 0.8850
*
```

=====

Record 4
Computed, not measured: a cluster of 4 separate species, H8O4 in total in a non-equilibrium geometry, with the ωB97M-V functional and the def2-TZVPD basis.

Computed properties:
electronic energy: -8319.1579 eV
gap between HOMO and LUMO (alpha / beta): 2.715 / 10.685 eV
LUMO energy (alpha / beta): 3.42 / 3.34 eV

ORCA input file:
```
! wB97M-V def2-TZVPD RIJCOSX def2/J DEFGRID3
* xyz -1 2
O 0.8091 1.0265 2.8178
H 1.3576 0.2833 3.0687
H 1.3587 1.7943 2.9750
O 0.3101 -0.0591 -3.2839
H -0.5512 -0.3872 -3.5421
H 0.4752 -0.4630 -2.4319
O -2.1481 -0.0180 -0.3381
H -1.2216 -0.2074 -0.1904
H -2.2726 -0.1476 -1.2783
O 0.4154 -0.6016 0.4065
H 0.4386 0.0569 1.1008
H 1.0288 -1.2771 0.6959
*
```

=====

Record 5
Computed, not measured: a cluster of 11 separate species, C19H60N8O11 in total in a non-equilibrium geometry, with the ωB97M-V functional and the def2-TZVPD basis.

Computed properties:
electronic energy: -55113.0443 eV
gap between HOMO and LUMO: 8.441 eV
structure (SMILES): NC(N)=O.NC(N)=O.NC(N)=O.NC(N)=O.CC(C)O.CC(C)O.CC(C)O.CC(C)O.CO.CO.CO
LUMO energy: -0.14 eV

ORCA input file:
```
! wB97M-V def2-TZVPD RIJCOSX def2/J DEFGRID3
* xyz 0 1
N 1.1775 -2.1148 0.3799
C 1.5375 -3.1208 1.1329
N 1.3485 -2.7518 2.3859
O 2.0425 -4.2478 0.6469
H 1.2155 -2.3988 -0.6391
H 0.8045 -1.1928 0.7109
H 1.5375 -3.5088 3.0189
H 0.6235 -2.0648 2.7649
N -1.3315 3.2902 4.0499
C -0.6165 2.2862 3.5729
N -0.8665 1.8612 2.3789
O 0.3075 1.7342 4.4219
H -1.0725 3.6912 4.9979
H -1.7555 3.9282 3.3629
H -0.1995 1.2782 1.8999
H -1.6335 2.3292 1.8269
N 3.0485 -0.4198 2.3789
C 4.0795 -0.3748 1.5979
N 4.1195 -1.3078 0.6919
O 5.0415 0.5522 1.8949
H 3.1815 0.1512 3.2369
H 2.3685 -1.1798 2.4039
H 4.9665 -1.4928 0.1809
H 3.4275 -1.9838 0.5679
N -2.8075 3.2642 1.2059
C -2.4085 4.4592 1.1619
N -2.5795 5.0382 2.2949
O -1.6225 4.9232 0.1279
H -2.7335 2.7002 0.3709
H -3.5475 2.9552 1.7929
H -2.2135 5.9602 2.4099
H -3.2435 4.7222 3.0779
C -1.8605 -0.7118 -4.2481
C -1.5445 -2.1028 -4.9751
C -0.9885 -1.7718 -6.3331
O -0.8435 -2.8888 -4.3021
H -2.5305 -0.8888 -3.3461
H -2.1235 0.0612 -4.9351
H -0.8635 -0.3918 -3.8401
H -2.5445 -2.5198 -4.9391
H -0.6145 -2.7048 -6.6901
H -0.1165 -1.0868 -6.4471
H -1.7825 -1.3668 -7.0061
H -0.8215 -3.7088 -4.7481
C 0.1855 0.8912 -1.1631
C 1.1295 1.1042 -0.0381
C 1.3275 2.5872 0.2909
O 0.8385 0.4552 1.0379
H -0.6965 1.3662 -0.8371
H 0.1575 -0.2108 -1.4331
H 0.4105 1.3972 -2.1401
H 2.1285 0.6842 -0.3181
H 0.3025 3.0802 0.3989
H 1.9125 3.1882 -0.4291
H 1.9145 2.7062 1.2079
H 1.6495 0.1802 1.4629
C 1.9505 -1.0778 -4.0061
C 1.9665 -2.2908 -3.0411
C 3.1105 -2.3818 -2.0921
O 0.9755 -2.4218 -2.3261
H 2.9125 -1.1128 -4.6061
H 2.0325 -0.2288 -3.3361
H 1.0555 -0.8668 -4.6221
H 1.9815 -3.2118 -3.6951
H 4.0925 -2.5468 -2.4481
H 3.0065 -3.2928 -1.4901
H 3.1575 -1.5448 -1.3611
H 0.1945 -2.6178 -2.8611
C -3.0525 -2.6558 -0.7581
C -1.8645 -2.1038 -0.0721
C -2.2045 -0.6788 0.3189
O -1.5185 -2.6548 1.0049
H -3.9335 -2.2108 -0.4431
H -3.1295 -3.6778 -0.5171
H -3.0185 -2.6588 -1.8241
H -1.0705 -2.1018 -0.7501
H -2.3755 -0.1488 -0.5631
H -1.3975 -0.2268 0.9079
H -3.0835 -0.5598 0.8869
H -0.6155 -2.3998 1.0879
C -1.2825 -1.4108 4.5699
O -0.3535 -0.9978 3.5759
H -1.9445 -0.5958 4.6199
H -0.8575 -1.5068 5.5749
H -1.9745 -2.1498 4.2649
H -0.2155 -0.0588 3.6189
C -2.7515 2.4182 -2.1511
O -3.4965 1.8082 -1.1281
H -1.9295 3.0742 -1.8621
H -3.3895 2.9952 -2.6851
H -2.4885 1.6262 -2.9101
H -3.5645 0.8522 -1.4371
C 3.3235 2.8082 3.9849
O 2.8655 1.5082 4.3149
H 2.9415 3.5852 4.6599
H 2.8185 2.9652 3.0289
H 4.3875 2.8412 3.6769
H 1.9205 1.6012 4.3479
*
```

=====

Record 6
Computed, not measured: a structure of composition C24H46ClGeNO4ReSbSi3 in a non-equilibrium geometry, with the ωB97M-V functional and the def2-TZVPD basis.

Computed properties:
electronic energy: -136649.7295 eV
gap between HOMO and LUMO (alpha / beta): 6.050 / 6.411 eV
LUMO energy (alpha / beta): -4.57 / -4.23 eV

ORCA input file:
```
! wB97M-V def2-TZVPD RIJCOSX def2/J DEFGRID3
* xyz 1 2
Re -0.5595 0.3281 0.3500
Cl 0.3025 -3.9309 -5.6077
C 0.0160 -2.6698 -4.4626
C -1.0541 -1.7763 -4.6617
C -1.3220 -0.8013 -3.7489
C -0.5681 -0.6777 -2.5464
O -0.9127 0.1768 -1.6784
C 0.5760 -1.5441 -2.4020
C 1.5017 -1.3967 -1.3405
O 1.4226 -0.6454 -0.3507
C 0.8282 -2.5357 -3.3725
H -1.6573 -1.8728 -5.5505
H -2.1477 -0.1175 -3.8870
H 2.4090 -2.0203 -1.4160
H 1.6763 -3.1868 -3.2323
C 4.4869 0.2642 1.9484
Si 3.1502 -0.5352 3.0650
C 3.3760 -2.4317 2.9382
C 3.2885 0.0478 4.8854
Sb 0.7424 0.5286 2.5287
Si 1.3393 3.1639 2.5123
C 1.9393 3.7024 4.2393
C 2.6501 3.2952 1.1299
C -0.2332 4.1098 2.0125
Si -0.7152 -0.1071 4.6593
C -0.6567 1.3479 5.9012
C -0.0525 -1.7214 5.4582
C -2.4610 -0.3649 3.9179
H 5.4067 -0.3061 2.0296
H 4.7077 1.2815 2.2491
H 4.1987 0.2676 0.9021
H 4.3952 -2.6956 3.2082
H 3.1979 -2.7813 1.9262
H 2.7030 -2.9715 3.5946
H 4.2395 -0.2502 5.3101
H 2.5031 -0.3858 5.4931
H 3.2120 1.1258 4.9655
H 3.0208 3.7594 4.2881
H 1.6029 3.0432 5.0310
H 1.5552 4.6941 4.4541
H 3.6626 3.2410 1.5175
H 2.5569 4.2347 0.5915
H 2.5306 2.4883 0.4090
H -1.0422 3.9415 2.7171
H -0.5819 3.8043 1.0288
H -0.0418 5.1797 1.9778
H 0.2980 1.4036 6.4148
H -1.4220 1.2114 6.6582
H -0.8381 2.3006 5.4133
H 0.5442 -1.5340 6.3466
H 0.5544 -2.2746 4.7479
H -0.8804 -2.3592 5.7591
H -3.0819 0.5161 4.0510
H -2.9701 -1.2067 4.3777
H -2.3864 -0.5576 2.8483
C -3.8369 1.5425 -2.0065
Ge -2.5442 2.5429 -0.8843
C -3.4091 4.2752 -0.3817
C -0.8078 3.0817 -1.7657
C -2.2851 1.4463 0.8140
H -3.8191 1.8649 -3.0438
H -4.8317 1.7395 -1.6189
H -3.6628 0.4716 -1.9582
H -3.8730 4.6981 -1.2674
H -2.7074 5.0101 0.0019
H -4.1905 4.1272 0.3559
H -0.8597 2.8658 -2.8284
H 0.0745 2.5718 -1.3695
H -0.6572 4.1514 -1.6527
H -3.1667 0.7907 0.8193
H -2.3495 2.0809 1.7044
O 0.5644 -2.1576 2.4183
C -0.3843 -2.4597 1.7104
C -0.9623 -3.8467 1.5723
C -2.1821 -3.6568 0.6797
C -2.1203 -2.1987 0.2788
O -2.8397 -1.5982 -0.4785
N -1.0749 -1.5849 0.9506
H -1.1972 -4.2322 2.5650
H -0.2125 -4.4996 1.1243
H -3.1231 -3.8348 1.2041
H -2.1689 -4.2887 -0.2073
*
```

=====

Record 7
Computed, not measured: a structure of composition C23H36Ca2Cl2F2IN5O10PV in a non-equilibrium geometry, with the ωB97M-V functional and the def2-TZVPD basis.

Computed properties:
electronic energy: -162768.1390 eV
gap between HOMO and LUMO: 1.190 eV
LUMO energy: -4.68 eV

ORCA input file:
```
! wB97M-V def2-TZVPD RIJCOSX def2/J DEFGRID3
* xyz 0 1
C -0.9812 2.5261 1.1440
C -0.7003 1.4819 -0.1273
O -1.5787 0.4874 -0.2675
N 0.4803 1.7884 -1.0190
C 1.1161 0.5536 -1.6135
C 2.7291 0.4035 -1.3691
C 3.2885 1.0257 0.0382
C 3.6062 -0.1215 1.2047
N 2.7980 -1.3860 1.0376
C 3.3723 -2.5672 1.7852
C 2.1831 -3.7428 1.7477
C 1.0169 -3.4556 0.6329
I 1.8499 -3.7798 -1.4062
N 0.3294 -2.0997 0.7712
C 1.3743 -1.2538 1.5295
N 0.9370 -0.5072 2.5953
H -0.4234 2.2008 2.1198
H -2.1432 2.5354 1.3994
H -0.7061 3.6237 0.8324
H 0.2379 2.4972 -1.7531
H 0.9648 0.6401 -2.7947
H 0.6189 -0.4602 -1.3056
H 3.0396 -0.7397 -1.5076
H 3.2749 0.9637 -2.2718
H 4.3184 1.5704 -0.2226
H 2.6039 1.8280 0.5437
H 4.7435 -0.4256 1.0325
H 3.5380 0.3763 2.2671
H 3.5775 -2.3603 2.9362
H 4.3155 -2.9501 1.2080
H 2.7079 -4.7606 1.4490
H 1.6901 -3.9202 2.7942
H 0.1412 -4.2596 0.7354
H -0.4917 -2.2250 1.4089
H 0.2974 -1.0064 3.2842
H 1.2106 0.4735 2.8269
O 0.2620 -3.3157 -4.7342
P -0.6346 -4.5618 -4.8215
O 0.2431 -5.8151 -4.9724
O -1.5660 -4.4382 -6.0386
O -1.4779 -4.6777 -3.5411
Ca -2.4530 -3.6089 -7.4976
Ca 5.3708 -0.2143 -1.2351
F 6.7644 1.0833 -3.6289
C 7.8090 1.7997 -4.0651
C 7.5867 3.0154 -4.7024
C 8.6743 3.7640 -5.1522
C 9.9730 3.2827 -4.9692
C 10.1856 2.0589 -4.3329
C 9.0984 1.3159 -3.8733
H 6.5706 3.3693 -4.8431
H 8.5114 4.7195 -5.6447
H 10.8207 3.8648 -5.3241
H 11.1971 1.6843 -4.1952
H 9.2460 0.3669 -3.3687
Cl 9.5822 1.5159 -6.8932
F -3.4835 0.7536 -1.0405
C -5.9358 1.7437 0.3081
O -7.2731 1.6698 -0.1821
C -7.4976 2.3990 -1.3041
O -6.6733 3.0805 -1.8934
O -8.7981 2.2387 -1.6570
C -9.1802 2.9544 -2.8301
H -5.8703 1.1238 1.2065
H -5.2310 1.3523 -0.4324
H -5.6811 2.7730 0.5809
H -8.6051 2.6113 -3.6962
H -9.0552 4.0320 -2.6827
H -10.2385 2.7536 -3.0187
Cl -7.1977 1.0310 2.1026
N -5.6018 -1.4031 5.3476
C -5.4135 -1.2921 6.7007
C -5.6883 0.0075 7.0634
C -6.0611 0.7034 5.8887
C -6.0019 -0.1925 4.8447
H -5.4674 -2.2466 4.8052
H -5.0994 -2.1447 7.2877
H -5.6280 0.4106 8.0661
H -6.3432 1.7455 5.8126
H -6.2083 -0.0720 3.7896
O -5.0787 -3.2698 9.6030
V -4.2891 -4.7321 9.0334
O -3.4994 -6.1945 8.4638
*
```

=====

Which of these has the lowest electronic energy? C23H36Ca2Cl2F2IN5O10PV

=====

Among the records above, which one has the highest electronic energy? H8O4

=====

Look up the electronic energy of the fourth one. -8319.1579 eV